1.
Entry from the OMol25 dataset: a 14-piece molecular cluster, C4H37NO14 overall at a distorted geometry (ωB97M-V with the def2-TZVPD basis set).

Values from the calculation:
LUMO energy (eV): -0.005
HOMO (eV): -9.598
Energy relative to the best compared isomer or geometry (same formula, charge and spin) (kcal/mol): 51.0
Total charge: 0
E_tot (a.u.): -1282.72144

Bonds (Å) are listed after each position.
Positions of all 56 atoms, in Å:
1 C -1.31 1.40 -2.28  N2 1.488, H7 1.112, H8 1.134, H9 1.171
2 N -0.59 0.59 -1.26  C1 1.488, C3 1.462, H10 1.084
3 C -0.26 -0.74 -1.75  N2 1.462, C4 1.540, H11 1.042, H12 1.143
4 C 0.39 -1.57 -0.63  C3 1.540, C5 1.531, H13 1.100, H14 1.113
5 C -0.55 -2.65 -0.10  C4 1.531, O6 1.410, H15 1.120, H16 1.115
6 O -1.33 -2.18 0.97  C5 1.410, H17 1.024
7 H -1.57 2.41 -1.89  C1 1.112
8 H -0.66 1.58 -3.19  C1 1.134
9 H -2.28 0.88 -2.67  C1 1.171
10 H -1.20 0.55 -0.36  N2 1.084
11 H -1.05 -1.28 -2.18  C3 1.042
12 H 0.45 -0.67 -2.65  C3 1.143
13 H 1.31 -2.03 -1.02  C4 1.100
14 H 0.75 -0.92 0.20  C4 1.113
15 H 0.02 -3.50 0.37  C5 1.120
16 H -1.23 -3.05 -0.88  C5 1.115
17 H -1.86 -1.33 0.78  O6 1.024
18 H 3.58 -2.60 1.22  O20 0.920
19 H 3.82 -1.67 0.10  O20 0.976
20 O 3.80 -1.72 1.07  H18 0.920, H19 0.976
21 H 3.48 -1.87 -2.39  O23 0.919
22 H 3.22 -0.51 -1.73  O23 0.990
23 O 3.58 -1.42 -1.59  H21 0.919, H22 0.990
24 H -2.52 -3.30 -3.88  O26 0.953
25 H -2.82 -2.46 -2.63  O26 0.973
26 O -2.29 -3.20 -2.96  H24 0.953, H25 0.973
27 H 0.88 2.66 1.90  O29 0.885
28 H 1.09 3.25 3.26  O29 0.910
29 O 1.06 2.49 2.75  H27 0.885, H28 0.910
30 H -0.52 3.13 0.45  O32 0.964
31 H 0.39 2.18 -0.36  O32 1.008
32 O 0.41 3.01 0.22  H30 0.964, H31 1.008
33 H 1.57 0.98 -1.91  O35 0.954
34 H 2.93 1.51 -1.26  O35 1.017
35 O 2.51 0.98 -2.03  H33 0.954, H34 1.017
36 H 2.36 0.63 2.63  O38 0.956
37 H 2.75 -0.50 1.63  O38 0.969
38 O 2.09 0.18 1.83  H36 0.956, H37 0.969
39 H 2.67 1.46 0.87  O41 0.978
40 H 2.35 2.88 0.38  O41 0.953
41 O 2.99 2.19 0.31  H39 0.978, H40 0.953
42 H -4.57 -0.95 -1.56  O44 0.968
43 H -3.12 -0.77 -0.93  O44 0.976
44 O -3.62 -0.89 -1.76  H42 0.968, H43 0.976
45 H -2.14 0.43 1.81  O47 1.017
46 H -3.52 -0.31 1.51  O47 0.974
47 O -2.75 0.10 1.07  H45 1.017, H46 0.974
48 H -1.90 2.26 1.94  O50 1.048
49 H -2.62 2.16 0.54  O50 0.931
50 O -2.13 2.77 1.05  H48 1.048, H49 0.931
51 H -0.85 0.19 3.19  O53 1.035
52 H -0.47 1.62 2.94  O53 0.893
53 O -1.22 1.14 3.02  H51 1.035, H52 0.893
54 H -0.37 -1.66 2.30  O56 0.965
55 H 0.81 -0.70 2.57  O56 0.962
56 O 0.07 -1.15 2.99  H54 0.965, H55 0.962

These are the Löwdin partial charges, in e, on atoms 1 to 5: -0.118, -0.146, -0.234, -0.138, -0.232

=====

2.
Entry from the OMol25 dataset: an isolated ion of composition C2H4O2P and charge -1 at a distorted geometry (ωB97M-V with the def2-TZVPD basis set).

Values from the calculation:
LUMO energy (eV): 4.306
HOMO (eV): -2.944
Energy relative to the best compared isomer or geometry (same formula, charge and spin) (kcal/mol): 65.8
Total charge: -1
SMILES: C=[PH2]C(=O)[O-]
E_tot (a.u.): -570.40551

Bonds (Å) are listed after each position.
Positions of all 9 atoms, in Å:
1 C 1.45 0.15 0.81  P2 1.718, H6 1.166, H7 1.208
2 P 0.23 -0.19 -0.35  C1 1.718, C3 2.168, H8 1.447, H9 1.396
3 C -1.90 0.00 0.03  P2 2.168, O4 1.190, O5 1.213
4 O -2.06 1.18 0.05  C3 1.190
5 O -2.34 -1.12 0.18  C3 1.213
6 H 1.19 1.10 1.44  C1 1.166
7 H 2.59 0.17 0.39  C1 1.208
8 H 0.61 -1.48 -0.86  P2 1.447
9 H 0.23 0.19 -1.69  P2 1.396

These are the Löwdin partial charges, in e, on atoms 1 to 5: -0.534, 0.666, -0.793, -0.023, -0.042

=====

3.
Entry from the OMol25 dataset: a 2-piece molecular cluster, C12H11FN2O5 overall at a distorted geometry (ωB97M-V with the def2-TZVPD basis set).

Values from the calculation:
LUMO energy (eV): -1.463
HOMO (eV): -10.211
Total charge: 0
SMILES: O=C(F)NC(=O)[C@H]1CCC(=O)N1.O=C1C=CC(=O)C=C1
E_tot (a.u.): -1049.41633

Bonds (Å) are listed after each position.
Positions of all 31 atoms, in Å:
1 O 4.62 -0.22 0.77  C2 1.131
2 C 4.13 -0.32 1.79  O1 1.131, F3 1.328, N4 1.432
3 F 4.70 0.23 2.85  C2 1.328
4 N 2.89 -1.01 2.01  C2 1.432, C5 1.428, H13 1.020
5 C 1.85 -0.03 2.04  N4 1.428, O6 1.171, C7 1.528
6 O 2.10 1.07 1.74  C5 1.171
7 C 0.43 -0.40 2.45  C5 1.528, C8 1.554, N12 1.466, H14 1.103
8 C -0.49 0.83 2.69  C7 1.554, C9 1.561, H15 1.091, H16 1.094
9 C -1.76 0.51 1.84  C8 1.561, C10 1.527, H17 1.091, H18 1.106
10 C -1.69 -0.96 1.47  C9 1.527, O11 1.164, N12 1.429
11 O -2.58 -1.63 1.12  C10 1.164
12 N -0.33 -1.36 1.64  C7 1.466, C10 1.429, H19 1.018
13 H 2.94 -1.54 2.88  N4 1.020
14 H 0.46 -0.88 3.44  C7 1.103
15 H -0.18 1.81 2.33  C8 1.091
16 H -0.59 0.99 3.77  C8 1.094
17 H -2.60 0.89 2.44  C9 1.091
18 H -1.62 1.15 0.95  C9 1.106
19 H -0.44 -2.22 2.16  N12 1.018
20 O 0.21 -0.96 -5.38  C21 1.212
21 C -0.33 -0.41 -4.46  O20 1.212, C22 1.483, C27 1.484
22 C -0.74 -1.15 -3.24  C21 1.483, C23 1.331, H28 1.083
23 C -1.34 -0.53 -2.23  C22 1.331, C24 1.483, H29 1.083
24 C -1.64 0.92 -2.27  C23 1.483, O25 1.215, C26 1.482
25 O -2.19 1.48 -1.35  C24 1.215
26 C -1.24 1.66 -3.49  C24 1.482, C27 1.330, H30 1.083
27 C -0.63 1.05 -4.50  C21 1.484, C26 1.330, H31 1.083
28 H -0.51 -2.21 -3.22  C22 1.083
29 H -1.65 -1.06 -1.33  C23 1.083
30 H -1.46 2.72 -3.51  C26 1.083
31 H -0.33 1.57 -5.40  C27 1.083

These are the Löwdin partial charges, in e, on atoms 1 to 5: 0.248, -0.585, 0.145, 0.178, -0.402